No. 1
A structure of composition C61H49IrO3P3SSi. Source: the Open Molecules 2025 dataset; level of theory: the ωB97M-V functional and the def2-TZVPD basis.

Structure (XYZ):
```
119
Properties=species:S:1:pos:R:3:lowdin_charge:R:1
Ir 0.07 0.26 -0.22 0.8533
C -4.13 -3.86 -2.70 -0.0539
C -2.93 -4.37 -2.22 -0.0521
C -2.10 -3.58 -1.44 -0.0599
C -2.46 -2.27 -1.15 -0.3263
C -3.65 -1.74 -1.67 -0.0943
C -4.48 -2.54 -2.43 -0.0542
P -1.57 -1.28 0.08 0.9415
C -0.73 -2.54 1.07 -0.3559
C 0.49 -3.02 0.58 -0.1338
C 1.14 -4.07 1.22 -0.0543
C 0.57 -4.64 2.35 -0.0438
C -0.65 -4.18 2.83 -0.0491
C -1.30 -3.13 2.20 -0.0757
C -2.97 -0.53 0.94 -0.3709
C -4.01 -1.30 1.46 -0.0674
C -5.10 -0.68 2.05 -0.0326
C -5.17 0.72 2.08 -0.0413
C -4.16 1.48 1.52 -0.0808
C -3.04 0.86 0.95 -0.3038
Si -1.73 1.78 0.01 0.5400
C -2.51 2.16 -1.61 -0.2773
C -3.61 3.02 -1.75 -0.0631
C -4.17 3.25 -2.99 -0.0377
C -3.62 2.64 -4.12 -0.0321
C -2.53 1.80 -4.01 -0.0674
C -1.99 1.55 -2.74 -0.3694
P -0.46 0.60 -2.57 1.0297
C 0.62 1.58 -3.62 -0.3595
C 1.41 1.00 -4.61 -0.0638
C 2.22 1.80 -5.40 -0.0466
C 2.24 3.17 -5.20 -0.0436
C 1.44 3.76 -4.22 -0.0478
C 0.63 2.96 -3.43 -0.0830
C -0.59 -0.99 -3.41 -0.3565
C 0.50 -1.87 -3.34 -0.1127
C 0.49 -3.05 -4.06 -0.0530
C -0.61 -3.37 -4.85 -0.0524
C -1.69 -2.52 -4.91 -0.0525
C -1.70 -1.33 -4.18 -0.0800
C -0.97 3.13 1.01 -0.2810
C -1.21 4.49 0.85 -0.0567
C -0.60 5.41 1.69 -0.0408
C 0.26 4.97 2.68 -0.0354
C 0.52 3.62 2.85 -0.0433
C -0.08 2.69 2.00 -0.3626
P 0.11 0.89 2.15 1.0563
C 1.68 0.34 2.89 -0.3469
C 2.04 0.83 4.15 -0.0818
C 3.14 0.32 4.81 -0.0448
C 3.86 -0.73 4.26 -0.0495
C 3.48 -1.26 3.03 -0.0543
C 2.40 -0.72 2.35 -0.1072
C -1.00 0.44 3.51 -0.3194
C -0.73 -0.70 4.27 -0.0886
C -1.52 -1.02 5.35 -0.0514
C -2.59 -0.21 5.69 -0.0463
C -2.86 0.94 4.96 -0.0492
C -2.06 1.27 3.88 -0.0780
H -4.79 -4.49 -3.28 0.1175
H -2.66 -5.39 -2.43 0.1183
H -1.19 -4.00 -1.04 0.1050
H -3.95 -0.73 -1.45 0.1139
H -5.42 -2.14 -2.81 0.1173
H 0.93 -2.59 -0.31 0.0857
H 2.07 -4.44 0.84 0.1183
H 1.07 -5.46 2.85 0.1173
H -1.09 -4.63 3.71 0.1180
H -2.24 -2.78 2.59 0.0960
H -4.00 -2.38 1.38 0.1187
H -5.90 -1.27 2.46 0.1193
H -6.02 1.20 2.53 0.1195
H -4.23 2.56 1.54 0.1158
H -4.04 3.50 -0.88 0.1074
H -5.02 3.91 -3.09 0.1193
H -4.04 2.84 -5.10 0.1207
H -2.08 1.37 -4.89 0.1212
H 1.40 -0.07 -4.77 0.1034
H 2.83 1.36 -6.17 0.1162
H 2.87 3.80 -5.81 0.1168
H 1.45 4.83 -4.08 0.1158
H 0.01 3.42 -2.67 0.1146
H 1.36 -1.61 -2.74 0.0812
H 1.34 -3.71 -4.02 0.1158
H -0.61 -4.29 -5.42 0.1179
H -2.55 -2.76 -5.52 0.1197
H -2.55 -0.67 -4.25 0.0955
H -1.87 4.84 0.06 0.1072
H -0.78 6.47 1.56 0.1184
H 0.74 5.69 3.34 0.1194
H 1.21 3.31 3.62 0.0963
H 1.44 1.59 4.64 0.1062
H 3.41 0.71 5.78 0.1177
H 4.71 -1.14 4.79 0.1170
H 4.04 -2.08 2.60 0.1190
H 2.13 -1.15 1.40 0.0669
H 0.11 -1.34 4.02 0.1077
H -1.30 -1.90 5.94 0.1159
H -3.21 -0.45 6.55 0.1166
H -3.67 1.59 5.24 0.1177
H -2.23 2.19 3.34 0.1031
C 8.35 -0.31 0.92 -0.0325
C 6.93 -0.06 0.51 -0.2461
C 6.13 0.83 1.22 -0.0182
C 4.83 1.10 0.83 -0.0463
C 4.33 0.47 -0.30 -0.2975
C 5.11 -0.43 -1.04 -0.0360
C 6.39 -0.69 -0.62 -0.0148
S 2.75 0.85 -0.89 0.5533
O 1.92 1.54 0.17 -0.4262
O 2.88 1.57 -2.10 -0.2223
O 1.99 -0.48 -1.04 -0.4807
H 8.51 -0.07 1.97 0.0825
H 9.02 0.32 0.33 0.0969
H 8.64 -1.35 0.75 0.0860
H 6.53 1.32 2.10 0.1236
H 4.21 1.79 1.38 0.1200
H 4.72 -0.89 -1.93 0.1233
H 7.01 -1.39 -1.17 0.1249
```

Values from the calculation:
E in hartree: -4395.3731
Net charge: +2
Largest force on an atom in hartree/bohr: 0.012
Orbital gap (spin up / spin down) in eV: 7.697 / 5.616
Spin multiplicity: 2
LUMO (spin up / spin down) in eV: -5.455 / -7.756

No. 2
A cluster of 2 separate species, C13H30FNO4S in total. Source: the Open Molecules 2025 dataset; level of theory: the ωB97M-V functional and the def2-TZVPD basis.

Structure (XYZ):
```
50
Properties=species:S:1:pos:R:3:nbo_charge:R:1
C 2.55 2.00 1.96 -0.6193
C 1.21 1.82 1.25 -0.5238
S 0.00 3.02 1.86 0.1857
C -1.44 2.41 0.94 -0.5461
C -2.66 3.26 1.27 -0.0648
O -3.76 2.40 1.44 -0.5185
C -4.95 3.11 1.65 -0.1030
C -6.12 2.14 1.87 0.4639
F -5.80 0.86 1.41 -0.3654
O -7.20 2.63 1.17 -0.5272
C -8.44 1.99 1.45 -0.2544
H 3.28 1.30 1.57 0.2208
H 2.94 3.01 1.81 0.2130
H 2.44 1.83 3.04 0.2126
H 1.34 1.96 0.17 0.2015
H 0.81 0.82 1.42 0.2080
H -1.22 2.43 -0.13 0.2096
H -1.65 1.38 1.24 0.2300
H -2.49 3.85 2.19 0.1696
H -2.87 3.98 0.46 0.1709
H -5.19 3.74 0.79 0.1832
H -4.86 3.76 2.53 0.1702
H -6.36 2.02 2.93 0.1260
H -8.78 1.46 0.56 0.1900
H -8.34 1.27 2.27 0.1800
H -9.17 2.75 1.72 0.1847
C 4.16 -5.30 -0.84 -0.2467
O 3.80 -4.64 -2.04 -0.5574
C 2.40 -4.49 -2.24 -0.0663
C 2.02 -3.03 -2.26 -0.2409
N 2.26 -2.42 -0.97 -0.6271
C 2.01 -0.99 -0.91 -0.2437
C 2.88 -0.08 -1.78 -0.0819
O 4.23 -0.05 -1.38 -0.5486
C 5.07 -1.01 -1.99 -0.2449
H 5.24 -5.42 -0.85 0.1928
H 3.87 -4.72 0.05 0.1658
H 3.69 -6.29 -0.77 0.1684
H 1.86 -5.01 -1.44 0.1762
H 2.14 -4.95 -3.19 0.1816
H 0.96 -2.95 -2.50 0.1935
H 2.58 -2.55 -3.08 0.1656
H 3.21 -2.61 -0.68 0.3566
H 2.14 -0.67 0.13 0.2007
H 0.96 -0.81 -1.17 0.1895
H 2.50 0.94 -1.67 0.1855
H 2.81 -0.35 -2.84 0.1633
H 4.77 -1.21 -3.02 0.1671
H 5.08 -1.97 -1.45 0.1637
H 6.08 -0.61 -1.99 0.1898
```

Values from the calculation:
E in hartree: -1367.0021
Largest force on an atom in hartree/bohr: 0.005
Orbital gap in eV: 9.428
LUMO in eV: 0.935